1.
The following is a quantum chemistry calculation of a single C5H8 molecule at a distorted geometry, from OMol25.

Geometry (Å):
C  1.9433  0.7049  -0.3764
C  0.6149  0.5210  -0.3673
C  -0.4938  0.1573  -1.1625
C  -0.6990  0.3510  0.2827
C  -0.8922  -0.8806  1.2236
H  2.4080  0.7568  0.5659
H  2.4194  0.8403  -1.4265
H  -1.0562  0.8783  -1.8625
H  -0.4127  -0.7743  -1.5880
H  -1.1303  1.2525  0.5080
H  -0.5053  -1.6695  0.6400
H  -1.9256  -1.1334  1.4944
H  -0.2707  -1.0044  2.0687

## Properties
E_HOMO in hartree: -0.343
SMILES: C=C1C[C@H]1C
Relative energy (zero: lowest compared OMol25 entry of this formula, charge and spin) in kcal per mole: 52.2
Total charge: 0
2S+1: 1
E_tot in hartree: -195.2089
Molecular weight in g mol⁻¹: 68.1

Atom-resolved charges from natural (NBO), all expressed in e: number 1, C, carries -0.42; number 2, C, carries 0.02; number 3, C, carries -0.45; number 4, C, carries -0.24; number 5, C, carries -0.61; number 6, H, carries 0.21; number 7, H, carries 0.21; number 8, H, carries 0.21; number 9, H, carries 0.22; number 10, H, carries 0.22; number 11, H, carries 0.20; number 12, H, carries 0.21; number 13, H, carries 0.21


2.
The following is a quantum chemistry calculation of a single C5H8 molecule at a distorted geometry, from OMol25.

Geometry (Å):
C  1.7956  -0.9272  -0.3203
C  1.4431  0.0395  0.3364
C  -0.0007  0.3454  0.6051
C  -0.5277  1.5155  -0.2139
C  -0.5828  -1.0116  0.1048
H  2.0335  -1.8881  -0.7129
H  -0.1924  0.5302  1.6715
H  0.0225  2.4344  0.0026
H  -0.4217  1.2960  -1.2817
H  -1.5900  1.6770  0.0008
H  -1.6093  -1.0702  -0.2407
H  -0.3990  -1.7829  0.8667
H  0.0290  -1.1581  -0.8182

## Properties
E_HOMO in hartree: -0.345
SMILES: C#CC(C)C
Relative energy (zero: lowest compared OMol25 entry of this formula, charge and spin) in kcal per mole: 75.5
Total charge: 0
2S+1: 1
E_tot in hartree: -195.1718
Molecular weight in g mol⁻¹: 68.1

Atom-resolved charges from natural (NBO), all expressed in e: number 1, C, carries -0.21; number 2, C, carries -0.04; number 3, C, carries -0.27; number 4, C, carries -0.60; number 5, C, carries -0.58; number 6, H, carries 0.23; number 7, H, carries 0.22; number 8, H, carries 0.22; number 9, H, carries 0.21; number 10, H, carries 0.21; number 11, H, carries 0.20; number 12, H, carries 0.21; number 13, H, carries 0.20


Q: What is the 2S+1 in the second record?
A: 1